1.
Here is the molecule C3H4N2O3 from the Open Molecules 2025 dataset. Energies are from the ωB97M-V functional and the def2-TZVPD basis.

Structure (ORCA input):
```
! wB97M-V def2-TZVPD RIJCOSX def2/J DEFGRID3
* xyz 0 1
O -0.6328 -1.0910 0.0175
C -1.5159 0.0621 0.0119
N -0.6456 1.1324 -0.3197
C 0.7117 -0.7020 -0.0332
H 1.5449 -2.2349 -0.8704
O -2.7082 -0.1167 0.1932
H 2.1001 1.4222 1.1584
H 2.6415 -1.1418 -0.0306
N 1.7070 -1.6586 0.0942
C 0.7032 0.7155 -0.1317
O 1.8138 1.5779 0.0922
H -0.8928 2.2235 -0.1843
*
```

SMILES: Nc1oc(=O)[nH]c1O
DFT total energy, Ha: -451.8862
Highest occupied orbital energy, eV: -7.9
Orbital gap, eV: 7.9200

2.
Here is the molecule C4H6O2 from the Open Molecules 2025 dataset. Energies are from the ωB97M-V functional and the def2-TZVPD basis.

Structure (ORCA input):
```
! wB97M-V def2-TZVPD RIJCOSX def2/J DEFGRID3
* xyz 0 1
C -0.6425 -1.1464 -0.0838
H 1.5197 -1.3434 0.6948
H -1.0183 1.4771 0.8577
H -0.7263 2.0034 -0.7933
O -1.2615 0.0132 -0.6024
H -1.1610 -1.5080 0.8151
C 0.8236 -0.7488 0.1455
H -0.6861 -1.9314 -0.8581
C 0.8533 0.7135 0.1202
H 1.5352 1.3316 0.7168
O 1.3705 -0.0150 -0.9291
C -0.6067 1.1543 -0.0835
*
```

SMILES: C1OC[C@H]2O[C@@H]12
DFT total energy, Ha: -306.4302
Highest occupied orbital energy, eV: -10.0
Orbital gap, eV: 11.0388

3.
Here is the molecule C3H5B from the Open Molecules 2025 dataset. Energies are from the ωB97M-V functional and the def2-TZVPD basis.

Structure (ORCA input):
```
! wB97M-V def2-TZVPD RIJCOSX def2/J DEFGRID3
* xyz 0 1
H -0.6429 -1.9662 0.8103
C -0.0015 1.0189 -0.3852
C -0.4502 -1.0104 0.4602
H 1.0936 0.0263 2.0398
H -0.8682 1.5003 -0.6277
C -0.1212 -0.4665 -0.7333
B 0.2921 0.1689 1.0516
H 0.8162 1.5076 -0.8888
H -0.1179 -0.7789 -1.7269
*
```

DFT total energy, Ha: -142.0640
Highest occupied orbital energy, eV: -10.2
Orbital gap, eV: 11.0571

4.
Here is a cluster of 8 separate species, C45H31BO16 in total from the Open Molecules 2025 dataset. Energies are from the ωB97M-V functional and the def2-TZVPD basis.

Structure (ORCA input):
```
! wB97M-V def2-TZVPD RIJCOSX def2/J DEFGRID3
* xyz -2 1
C 1.1134 -8.3514 0.1090
H 4.1486 -6.7180 -0.1237
C -0.8112 8.0548 2.8814
C -2.6913 -2.2156 4.6287
C 1.9404 8.8443 3.0096
C 2.4112 -7.7540 0.5030
O -0.9888 -0.5092 -2.1860
O -0.3100 7.4042 0.6792
O -7.0107 -1.7787 -1.8616
H 8.6340 1.0526 -1.4906
C -0.3709 8.5828 4.0205
C 7.3342 -0.5743 -4.2987
C -0.3259 -0.8010 3.8547
O 3.5354 -6.5495 -2.6351
C 0.7265 -8.2645 -1.3189
H -1.0113 8.7175 4.8827
H 6.5378 0.1329 -0.5007
B -0.3165 -2.8521 -1.4979
C -0.2487 -2.1770 4.3967
H -1.7720 3.7572 -0.3885
C -4.6378 2.4205 -1.7710
C 7.9302 0.4632 -2.0648
C -6.0221 -2.4835 -1.7348
H -5.1640 -5.6688 -0.6917
C -3.7241 -4.1796 -1.4256
C -1.5258 -2.8373 4.7713
H -4.5958 -0.9943 -2.4564
H -0.2268 -8.7028 -1.5843
C -5.5303 2.6022 -0.5960
C 6.8119 -0.0272 -1.5357
C 6.2146 -1.0668 -3.7734
C 0.0906 7.8824 1.7151
C -5.0858 3.1521 0.5297
C 1.5024 8.3166 1.8700
H 0.1657 1.3291 -1.8792
C 0.9213 2.7906 1.1606
H -7.1558 -4.1953 -0.9631
C 1.5139 -7.6755 -2.2141
C 5.8639 -0.8325 -2.3490
H -2.5901 -2.4547 -2.1938
C 2.4957 -3.0305 -1.5498
C -2.7666 -0.8348 4.0872
O -3.2794 4.1100 1.6939
H 2.6731 -7.8243 1.5509
O 0.3036 3.7979 -2.7482
O 4.8485 -1.2784 -1.8744
H -1.5673 0.8252 3.3155
C -4.6692 -2.0087 -2.0839
H -5.7189 3.2929 1.3969
H 0.6119 -0.3358 3.5806
O -2.7577 -4.8906 -1.2919
H 3.5171 -2.7788 -1.6835
H -1.8343 7.7266 2.7484
H -1.4484 -3.8438 5.1633
O 1.4395 9.5010 5.2135
C 8.2788 0.2272 -3.4862
H -2.5926 2.7265 -2.4986
C 1.0041 4.2059 0.7106
O -0.7827 -0.8321 -0.0154
O -5.0548 1.9280 -2.7966
C 0.4899 3.4869 -1.5855
C -3.6791 3.6064 0.6614
C 3.1997 -7.1642 -0.3907
C 1.0378 9.0190 4.1745
H 5.5094 -1.6550 -4.3472
C -3.2317 2.8723 -1.6364
H 0.8514 5.5541 -0.9140
O 9.3034 0.6748 -3.9657
H 1.2283 4.9456 1.4714
O 0.3956 -8.8944 0.9256
C -6.1528 -3.8695 -1.2147
C -5.0904 -4.6556 -1.0699
C 0.6103 1.7659 0.1490
H -3.6330 -2.6787 4.8962
C 2.8167 -7.0822 -1.8225
H 0.5394 0.7327 0.4890
O 0.8111 -2.7500 4.5404
C 0.4075 2.0835 -1.1288
O 1.0897 2.4835 2.3256
H 1.2477 -7.5979 -3.2600
C -1.4938 -0.1789 3.7124
C 0.8030 4.5298 -0.5636
C -3.5954 -2.7897 -1.9444
H 2.9647 9.1681 3.1433
C -2.7922 3.4237 -0.5073
C 1.2816 -3.0346 -1.5229
O -3.8368 -0.2737 3.9643
C -0.7209 -1.2727 -1.1991
H 7.6075 -0.7330 -5.3342
H -6.5521 2.2631 -0.7129
H -0.7910 -3.5675 -0.6410
H 2.1438 8.1787 1.0086
H -0.7501 -3.1136 -2.6106
*
```

DFT total energy, Ha: -2961.7925
Highest occupied orbital energy, eV: -0.5
Orbital gap, eV: 1.6314

5.
Here is the ion C5H13N2S with charge +1 from the Open Molecules 2025 dataset. Energies are from the ωB97M-V functional and the def2-TZVPD basis.

Structure (ORCA input):
```
! wB97M-V def2-TZVPD RIJCOSX def2/J DEFGRID3
* xyz 1 1
C 0.4324 0.0354 0.7492
H 2.3680 -1.9237 0.2172
H 1.7633 1.7079 1.1718
H 1.2214 0.3351 -1.3189
H 2.3393 0.2055 1.8314
C -0.7587 0.9736 0.4957
C 1.8276 -1.5918 -0.6924
C 1.4489 0.7259 1.6749
N -2.8493 -0.9802 0.4621
S -2.3208 0.3956 -0.1543
H -1.8779 1.5293 -1.9633
H -3.4414 -1.4795 -0.2010
H 0.1240 -0.8821 1.2953
H 0.9997 -2.2780 -1.1497
H 1.0387 0.8930 2.6332
H -0.8537 1.6332 1.3403
C -2.0657 0.5281 -1.7617
H 2.4750 -1.3520 -1.5344
N 1.1144 -0.3441 -0.4675
H -2.7747 0.1206 -2.5211
H -0.2102 1.7483 -0.1069
*
```

SMILES: C=S(#[NH+])C[C@H](C)NC
DFT total energy, Ha: -705.5349
Highest occupied orbital energy (alpha / beta), eV: -11.9 / -12.0
Orbital gap (alpha / beta), eV: 5.5743 / 5.3314

6.
Here is a cluster of 2 separate species, CH2FO4S in total from the Open Molecules 2025 dataset. Energies are from the ωB97M-V functional and the def2-TZVPD basis.

Structure (ORCA input):
```
! wB97M-V def2-TZVPD RIJCOSX def2/J DEFGRID3
* xyz -1 1
H -0.2287 1.1706 0.2487
O 1.6150 -2.1808 0.2126
S 1.7588 0.4946 0.0204
O 1.8787 0.5682 -1.4323
O 0.7746 1.5261 0.5999
F -1.3551 0.7955 0.0690
O 3.0456 0.4652 0.6397
C 1.0099 -1.1626 0.0346
H 0.0889 -1.2638 -0.4848
*
```

DFT total energy, Ha: -838.3792
Highest occupied orbital energy, eV: -6.3
Orbital gap, eV: 10.2757